No. 1
C3H8Si2 in the gas phase at a distorted geometry, computed with ωB97M-V/def2-TZVPD.

Results
- LUMO (eV) = -0.54
- orbital gap (eV) = 7.6
- E_tot (eV) = -18992.094
- ΔE to the lowest compared entry with this formula, charge and spin (eV) = 2.1240

ORCA input file:
```
! RIJCOSX wB97M-V def2-TZVPD def2/J DEFGRID3
* xyz 0 1
Si -1.38439 1.23033 0.09811
Si 1.72101 1.08877 -0.01318
C 0.01313 -1.32651 0.21101
C 1.16818 -0.67571 0.24092
C -1.21593 -0.69603 -0.29535
H 1.94345 -1.28173 0.51038
H 2.37286 1.32083 -1.46474
H -2.08287 -1.21699 0.08120
H -1.82491 1.38071 1.49990
H 2.93514 1.23863 0.64299
H -2.32166 2.13475 -0.60427
H -1.24432 -0.84460 -1.37113
H -0.07969 -2.35246 0.46416
*
```

---

No. 2
A molecular structure, C25H32BO4Sc at a distorted geometry, computed with ωB97M-V/def2-TZVPD.

Results
- LUMO (alpha / beta) (eV) = 0.27 / 0.28
- orbital gap (alpha / beta) (eV) = 4.9 / 4.9
- E_tot (eV) = -56007.740
- ΔE to the lowest compared entry with this formula, charge and spin (eV) = 0.8138

ORCA input file:
```
! RIJCOSX wB97M-V def2-TZVPD def2/J DEFGRID3
* xyz 0 1
Sc 0.34836 0.01631 0.66929
O 0.64935 0.77024 -4.28221
O -0.22540 -1.01991 3.87728
O 1.84016 0.74960 -0.42604
O -2.42931 -1.74802 3.71596
C -0.66726 2.08450 1.10659
C -2.34269 -1.39712 7.46257
C -0.57847 -2.18143 1.55804
C 2.58777 0.56945 -1.72207
C -1.02820 -2.12641 0.14801
C -1.29552 -0.74135 -4.34996
C -1.04105 1.53094 -5.39321
C 1.27362 -2.04723 0.07678
C 0.91318 -2.15804 1.42989
C -0.36724 0.13358 -5.16509
C 0.37939 -0.58312 -6.26849
C 3.63557 1.64515 -1.74623
C -1.27827 1.20870 2.06523
C -1.01895 -0.93930 7.56372
C -1.10749 1.68894 -0.19874
C -0.10424 2.04314 -4.31377
C 0.07029 -1.92515 -0.70018
C -0.22832 -0.81367 6.39871
C -2.14184 0.32797 1.34612
C -1.99836 0.59418 -0.04187
C 2.66011 1.59776 0.53044
C 3.68447 2.28838 -0.36313
C -0.76707 -1.11389 5.14918
C -2.87710 -1.68495 6.19164
C -2.09148 -1.54886 5.04941
B -1.23589 -1.50527 2.93268
H 1.58106 -2.32666 2.27008
H -0.01259 2.91905 1.35540
H 3.13467 0.93526 1.29274
H -2.04356 -2.35808 -0.18584
H -1.91407 -0.12724 -3.68346
H 0.80711 -1.53810 -5.92694
H 2.01202 2.36478 0.99084
H 3.45261 3.35254 -0.40755
H 3.45370 2.39493 -2.52178
H 0.05417 -1.69264 -1.78128
H -2.89248 -0.33501 1.78281
H -2.08218 1.55086 -5.12678
H 0.81183 -0.50957 6.47465
H -0.83237 -1.49240 -3.72090
H 4.67109 2.17139 0.05491
H 1.21383 0.01633 -6.63215
H 3.01981 -0.44652 -1.70182
H -1.07839 -2.90233 2.27545
H -0.76323 2.12811 -1.14812
H 0.49978 2.91957 -4.57016
H -2.56529 0.11450 -0.84046
H -2.94940 -1.49304 8.36705
H 2.28716 -2.01488 -0.33057
H -0.59795 -0.65893 8.54371
H -1.98530 -1.25133 -5.01415
H -3.90535 -2.01152 6.05513
H -1.25944 1.32835 3.14641
H 1.85430 0.68084 -2.52272
H -0.61452 2.23714 -3.33182
H -0.30077 -0.77919 -7.09880
H 4.57419 1.16087 -1.99260
H -0.84857 1.94778 -6.37182
*
```

---

Please write out number 2 again, unchanged.
A molecular structure, C25H32BO4Sc at a distorted geometry, computed with ωB97M-V/def2-TZVPD.

Results
- LUMO (alpha / beta) (eV) = 0.27 / 0.28
- orbital gap (alpha / beta) (eV) = 4.9 / 4.9
- E_tot (eV) = -56007.740
- ΔE to the lowest compared entry with this formula, charge and spin (eV) = 0.8138

ORCA input file:
```
! RIJCOSX wB97M-V def2-TZVPD def2/J DEFGRID3
* xyz 0 1
Sc 0.34836 0.01631 0.66929
O 0.64935 0.77024 -4.28221
O -0.22540 -1.01991 3.87728
O 1.84016 0.74960 -0.42604
O -2.42931 -1.74802 3.71596
C -0.66726 2.08450 1.10659
C -2.34269 -1.39712 7.46257
C -0.57847 -2.18143 1.55804
C 2.58777 0.56945 -1.72207
C -1.02820 -2.12641 0.14801
C -1.29552 -0.74135 -4.34996
C -1.04105 1.53094 -5.39321
C 1.27362 -2.04723 0.07678
C 0.91318 -2.15804 1.42989
C -0.36724 0.13358 -5.16509
C 0.37939 -0.58312 -6.26849
C 3.63557 1.64515 -1.74623
C -1.27827 1.20870 2.06523
C -1.01895 -0.93930 7.56372
C -1.10749 1.68894 -0.19874
C -0.10424 2.04314 -4.31377
C 0.07029 -1.92515 -0.70018
C -0.22832 -0.81367 6.39871
C -2.14184 0.32797 1.34612
C -1.99836 0.59418 -0.04187
C 2.66011 1.59776 0.53044
C 3.68447 2.28838 -0.36313
C -0.76707 -1.11389 5.14918
C -2.87710 -1.68495 6.19164
C -2.09148 -1.54886 5.04941
B -1.23589 -1.50527 2.93268
H 1.58106 -2.32666 2.27008
H -0.01259 2.91905 1.35540
H 3.13467 0.93526 1.29274
H -2.04356 -2.35808 -0.18584
H -1.91407 -0.12724 -3.68346
H 0.80711 -1.53810 -5.92694
H 2.01202 2.36478 0.99084
H 3.45261 3.35254 -0.40755
H 3.45370 2.39493 -2.52178
H 0.05417 -1.69264 -1.78128
H -2.89248 -0.33501 1.78281
H -2.08218 1.55086 -5.12678
H 0.81183 -0.50957 6.47465
H -0.83237 -1.49240 -3.72090
H 4.67109 2.17139 0.05491
H 1.21383 0.01633 -6.63215
H 3.01981 -0.44652 -1.70182
H -1.07839 -2.90233 2.27545
H -0.76323 2.12811 -1.14812
H 0.49978 2.91957 -4.57016
H -2.56529 0.11450 -0.84046
H -2.94940 -1.49304 8.36705
H 2.28716 -2.01488 -0.33057
H -0.59795 -0.65893 8.54371
H -1.98530 -1.25133 -5.01415
H -3.90535 -2.01152 6.05513
H -1.25944 1.32835 3.14641
H 1.85430 0.68084 -2.52272
H -0.61452 2.23714 -3.33182
H -0.30077 -0.77919 -7.09880
H 4.57419 1.16087 -1.99260
H -0.84857 1.94778 -6.37182
*
```